C46H82BN10O3PS3Sc as an isolated structure, computed with ωB97M-V/def2-TZVPD.

Geometry (Å):
Sc (-0.1060, 0.1080, 0.0981)
C (-3.2475, -3.4484, 0.8590)
C (-4.2638, -2.7977, 1.7844)
C (-4.7590, -3.8392, 2.7879)
C (-5.4139, -2.2672, 0.9230)
N (-3.7156, -1.6469, 2.5713)
C (-4.5907, -0.8924, 3.3381)
C (-3.8598, -0.0231, 4.0517)
N (-2.5359, -0.2257, 3.7310)
B (-1.4684, 0.6808, 4.3766)
N (-0.0679, 0.0609, 4.5691)
C (0.2127, -0.6096, 5.7401)
C (1.5361, -0.8373, 5.7853)
N (2.0848, -0.3034, 4.6306)
C (1.0770, 0.2274, 3.8832)
S (1.2587, 1.0313, 2.3719)
C (3.5549, -0.2388, 4.3606)
C (3.9918, 1.2223, 4.2735)
C (3.8608, -1.0061, 3.0793)
C (4.3127, -0.9012, 5.5100)
N (-1.4256, 2.0795, 3.6964)
C (-1.2054, 3.1895, 4.4817)
C (-1.4931, 4.2815, 3.7520)
N (-1.8902, 3.8490, 2.4985)
C (-1.8174, 2.4893, 2.4801)
S (-2.1826, 1.4844, 1.1183)
C (-2.5236, 4.7506, 1.4764)
C (-2.5013, 6.1894, 1.9893)
C (-1.7370, 4.6981, 0.1750)
C (-3.9781, 4.3240, 1.2839)
C (-2.4519, -1.2000, 2.8078)
S (-0.9553, -1.7276, 2.1484)
H (-3.7826, -4.2093, 0.2876)
H (-2.4411, -3.9214, 1.4142)
H (-2.8275, -2.7292, 0.1615)
H (-5.1899, -4.6873, 2.2547)
H (-5.5249, -3.4306, 3.4472)
H (-3.9310, -4.1987, 3.4009)
H (-5.7781, -3.0731, 0.2860)
H (-5.0659, -1.4532, 0.2860)
H (-6.2588, -1.9148, 1.5121)
H (-5.6497, -1.0641, 3.3376)
H (-4.1589, 0.7161, 4.7733)
H (-1.8709, 0.8902, 5.4936)
H (-0.5593, -0.8516, 6.4479)
H (2.1235, -1.3205, 6.5396)
H (3.4810, 1.7484, 3.4706)
H (5.0657, 1.2599, 4.0855)
H (3.7939, 1.7328, 5.2176)
H (3.4021, -0.5305, 2.2160)
H (3.4951, -2.0302, 3.1729)
H (4.9418, -1.0369, 2.9298)
H (4.1426, -0.3970, 6.4615)
H (5.3768, -0.8295, 5.2890)
H (4.0663, -1.9592, 5.6109)
H (-0.8787, 3.1005, 5.5022)
H (-1.4517, 5.3170, 4.0227)
H (-1.4856, 6.5474, 2.1630)
H (-3.0935, 6.3167, 2.8958)
H (-2.9422, 6.8193, 1.2179)
H (-0.7089, 5.0232, 0.3363)
H (-2.1981, 5.3699, -0.5507)
H (-1.7339, 3.6956, -0.2436)
H (-4.5091, 4.3421, 2.2374)
H (-4.0524, 3.3263, 0.8560)
H (-4.4663, 5.0271, 0.6080)
C (-0.0895, 0.6767, -3.8372)
C (1.0611, 1.5065, -3.5612)
C (0.8831, 2.0361, -2.2908)
C (-0.3931, 1.4966, -1.7432)
C (-1.0046, 0.7370, -2.8284)
C (-2.4877, 0.4481, -2.9991)
C (-2.7753, -0.5962, -4.0799)
C (-3.1680, 0.0278, -1.6982)
C (-3.1386, 1.7763, -3.4397)
C (1.5184, 3.2030, -1.5254)
C (1.4462, 2.8691, -0.0390)
C (2.9948, 3.5172, -1.7719)
C (0.7042, 4.4800, -1.7962)
C (2.0485, 1.8193, -4.7063)
C (1.6475, 1.0649, -5.9851)
C (1.9604, 3.3130, -5.0602)
C (3.5192, 1.4397, -4.4657)
H (-0.2507, 0.1592, -4.7700)
H (-1.0311, 2.2050, -1.2211)
H (-2.5480, -1.6066, -3.7406)
H (-2.2103, -0.4052, -4.9922)
H (-3.8348, -0.5547, -4.3449)
H (-2.6874, -0.8436, -1.2499)
H (-4.2100, -0.2463, -1.8861)
H (-3.1786, 0.8482, -0.9820)
H (-2.7806, 2.0658, -4.4290)
H (-2.8941, 2.5821, -2.7436)
H (-4.2268, 1.6757, -3.4793)
H (2.0820, 1.9916, 0.1335)
H (0.4326, 2.6883, 0.3244)
H (1.8678, 3.6593, 0.5877)
H (3.6253, 2.6509, -1.5561)
H (3.2955, 4.3187, -1.0917)
H (3.1995, 3.8649, -2.7790)
H (-0.3604, 4.3052, -1.6421)
H (0.8314, 4.8191, -2.8217)
H (1.0243, 5.2889, -1.1321)
H (0.6730, 1.3832, -6.3575)
H (1.6189, -0.0162, -5.8315)
H (2.3839, 1.2700, -6.7647)
H (0.9191, 3.6095, -5.1982)
H (2.4995, 3.5082, -5.9908)
H (2.3937, 3.9499, -4.2929)
H (3.6814, 0.3738, -4.6218)
H (3.8752, 1.6926, -3.4779)
H (4.1525, 1.9536, -5.1940)
C (4.9203, -0.5927, -1.1437)
O (3.7876, -0.3572, -0.2871)
P (2.4363, -1.2047, -0.3653)
O (1.8782, -1.1480, -1.8453)
C (2.1304, -1.9799, -2.9869)
O (2.9467, -2.7449, -0.3712)
C (3.6856, -3.2934, 0.7234)
H (5.8148, -0.3974, -0.5582)
H (4.8729, 0.0918, -1.9874)
H (4.9329, -1.6217, -1.5042)
H (1.2219, -1.9605, -3.5830)
H (2.3644, -2.9934, -2.6647)
H (2.9539, -1.5725, -3.5613)
H (3.0434, -3.4158, 1.5972)
H (4.5298, -2.6544, 0.9840)
H (4.0499, -4.2648, 0.4000)
C (2.0876, -5.7199, -1.5166)
C (0.7407, -6.2849, -1.9548)
C (0.5410, -6.1650, -3.4614)
C (-0.4034, -5.6593, -1.1592)
N (-0.4421, -4.1979, -1.2365)
C (-0.1034, -3.2928, -0.3288)
N (-0.3791, -2.1000, -0.8160)
N (-0.8842, -2.3079, -2.0514)
N (-0.9435, -3.5557, -2.3059)
H (2.9035, -6.2968, -1.9516)
H (2.2028, -5.7425, -0.4293)
H (2.2028, -4.6838, -1.8430)
H (0.7110, -7.3456, -1.6859)
H (0.5225, -5.1210, -3.7782)
H (-0.3957, -6.6257, -3.7779)
H (1.3559, -6.6618, -3.9885)
H (-0.3072, -5.9013, -0.1005)
H (-1.3761, -6.0094, -1.5028)
H (0.2998, -3.5217, 0.6407)

Output
* multiplicity: 1
* net charge: +1
* highest occupied orbital energy: -8.806 eV
* energy relative to the best compared isomer or geometry (same formula, charge and spin): 1.273 eV
* LUMO level: -2.1454 eV